No. 1
ORCA calculation (wB97M-V/def2-TZVPD) on C3H2Cl2N2 in the gas phase in a non-equilibrium geometry.

Cartesian coordinates (Å):
Cl: 2.655 0.035 0.243
Cl: 0.512 2.168 -1.282
N: 0.108 0.754 -0.493
N: -1.179 -0.826 0.366
C: -1.215 0.351 -0.190
C: 0.100 -1.164 0.579
C: 0.940 -0.143 0.187
H: -2.136 0.913 -0.447
H: 0.214 -2.089 1.037

Its SMILES is Clc1cncn1Cl. Its net charge is 0. As for the energy above the lowest of the compared OMol25 structures with the same formula, charge and spin: 167.44 kJ/mol. For the orbital gap, the calculation gives 9.52 eV. The HOMO energy comes out at -9.06 eV. The calculated total energy comes out at -31166.7084 eV.

No. 2
ORCA calculation (wB97M-V/def2-TZVPD) on 2 unconnected molecules or ions with the total composition C3H2Cl2N2 in a non-equilibrium geometry.

Cartesian coordinates (Å):
Cl: -1.317 0.634 1.993
Cl: 2.722 0.328 -0.338
N: 1.918 1.399 2.998
N: -0.381 2.142 -0.037
C: -0.293 1.332 0.831
C: 1.800 0.666 2.118
C: 1.960 -0.220 1.058
H: -0.974 2.918 0.029
H: 1.117 -0.943 1.022

Its net charge is 0. As for the energy above the lowest of the compared OMol25 structures with the same formula, charge and spin: 461.34 kJ/mol. For the orbital gap (alpha / beta), the calculation gives 8.35 / 7.20 eV. The HOMO energy (alpha / beta) comes out at -9.18 / -8.62 eV. The calculated total energy comes out at -31163.6624 eV.

Q: Which formula does entry 1 have?
A: C3H2Cl2N2

Q: Look up the net charge of the first one.
A: 0

Q: Which formula does entry 2 have?
A: C3H2Cl2N2